C39H87N5O7 | ωB97M-V with the def2-TZVPD basis set

Last columns: bonded neighbours and bond lengths (Å).
Atoms and positions in Å:
1 C -6.021 9.675 5.816  C2 1.533, H12 1.088, H13 1.099, H14 1.087
2 C -5.716 8.702 4.672  C1 1.533, C3 1.537, C4 1.542, N10 1.446
3 C -5.988 7.256 5.118  C2 1.537, H15 1.098, H16 1.088, H17 1.090
4 C -6.689 9.093 3.542  C2 1.542, C5 1.534, H18 1.090, H19 1.096
5 C -6.243 8.587 2.165  C4 1.534, C6 1.509, H20 1.091, H21 1.091
6 C -4.861 9.136 1.909  C5 1.509, C7 1.526, H22 1.097, H23 1.096
7 C -3.819 8.695 2.933  C6 1.526, C8 1.534, C9 1.530, N10 1.444
8 C -3.483 7.220 2.681  C7 1.534, H24 1.093, H25 1.099, H26 1.090
9 C -2.554 9.530 2.723  C7 1.530, H27 1.093, H28 1.088, H29 1.089
10 N -4.341 8.890 4.265  C2 1.446, C7 1.444, O11 1.424
11 O -3.391 8.706 5.310  N10 1.424, H30 0.964
12 H -6.998 9.523 6.271  C1 1.088
13 H -5.305 9.437 6.614  C1 1.099
14 H -5.818 10.705 5.532  C1 1.087
15 H -7.037 7.137 5.418  C3 1.098
16 H -5.896 6.535 4.309  C3 1.088
17 H -5.372 7.086 6.001  C3 1.090
18 H -7.674 8.735 3.843  C4 1.090
19 H -6.777 10.178 3.413  C4 1.096
20 H -6.304 7.498 2.194  C5 1.091
21 H -6.934 8.969 1.412  C5 1.091
22 H -4.880 10.230 1.838  C6 1.097
23 H -4.477 8.842 0.925  C6 1.096
24 H -2.994 6.939 1.745  C8 1.093
25 H -4.429 6.668 2.583  C8 1.099
26 H -3.016 6.723 3.532  C8 1.090
27 H -2.792 10.588 2.855  C9 1.093
28 H -2.208 9.286 1.721  C9 1.088
29 H -1.793 9.291 3.464  C9 1.089
30 H -3.057 9.602 5.440  O11 0.964
31 C 1.606 3.638 -5.897  C32 1.528, H42 1.091, H43 1.095, H44 1.091
32 C 2.010 2.660 -4.795  C31 1.528, C33 1.523, C34 1.547, N40 1.452
33 C 3.345 3.016 -4.156  C32 1.523, H45 1.096, H46 1.092, H47 1.092
34 C 0.971 2.689 -3.648  C32 1.547, C35 1.528, H48 1.092, H49 1.094
35 C -0.314 1.870 -3.749  C34 1.528, C36 1.550, H50 1.093, H51 1.088
36 C -0.063 0.488 -4.405  C35 1.550, C37 1.522, H52 1.101, H53 1.094
37 C 1.367 0.141 -4.797  C36 1.522, C38 1.540, C39 1.524, N40 1.455
38 C 2.169 -0.354 -3.580  C37 1.540, H54 1.089, H55 1.091, H56 1.082
39 C 1.231 -0.912 -5.891  C37 1.524, H57 1.094, H58 1.096, H59 1.089
40 N 1.978 1.328 -5.374  C32 1.452, C37 1.455, O41 1.413
41 O 3.090 1.076 -6.209  N40 1.413, H60 0.964
42 H 1.440 4.663 -5.560  C31 1.091
43 H 2.398 3.663 -6.652  C31 1.095
44 H 0.721 3.262 -6.411  C31 1.091
45 H 4.071 3.357 -4.902  C33 1.096
46 H 3.272 3.826 -3.426  C33 1.092
47 H 3.835 2.164 -3.680  C33 1.092
48 H 1.451 2.404 -2.710  C34 1.092
49 H 0.691 3.743 -3.554  C34 1.094
50 H -0.672 1.674 -2.735  C35 1.093
51 H -1.101 2.419 -4.262  C35 1.088
52 H -0.698 0.558 -5.301  C36 1.101
53 H -0.564 -0.353 -3.916  C36 1.094
54 H 3.217 -0.483 -3.846  C38 1.089
55 H 1.722 -1.318 -3.333  C38 1.091
56 H 2.034 0.329 -2.751  C38 1.082
57 H 0.917 -0.445 -6.829  C39 1.094
58 H 0.376 -1.565 -5.682  C39 1.096
59 H 2.105 -1.542 -6.049  C39 1.089
60 H 2.699 0.975 -7.085  O41 0.964
61 C 0.291 -5.740 0.161  C62 1.539, H72 1.090, H73 1.092, H74 1.089
62 C -0.035 -5.511 -1.326  C61 1.539, C63 1.518, C64 1.524, N70 1.474
63 C -0.844 -4.231 -1.436  C62 1.518, H75 1.094, H76 1.094, H77 1.095
64 C 1.240 -5.338 -2.143  C62 1.524, C65 1.511, H78 1.092, H79 1.090
65 C 1.925 -6.665 -2.373  C64 1.511, C66 1.534, H80 1.102, H81 1.096
66 C 0.963 -7.577 -3.147  C65 1.534, C67 1.523, H82 1.094, H83 1.091
67 C -0.317 -7.815 -2.357  C66 1.523, C68 1.529, C69 1.558, N70 1.461
68 C -1.311 -8.516 -3.284  C67 1.529, H84 1.088, H85 1.095, H86 1.091
69 C -0.057 -8.807 -1.184  C67 1.558, H87 1.089, H88 1.095, H89 1.089
70 N -0.896 -6.543 -1.932  C62 1.474, C67 1.461, O71 1.394
71 O -2.066 -6.777 -1.211  N70 1.394, H90 0.976
72 H -0.597 -6.058 0.707  C61 1.090
73 H 0.580 -4.747 0.514  C61 1.092
74 H 1.106 -6.438 0.346  C61 1.089
75 H -0.289 -3.315 -1.215  C63 1.094
76 H -1.749 -4.194 -0.821  C63 1.094
77 H -1.262 -4.155 -2.445  C63 1.095
78 H 0.974 -4.969 -3.136  C64 1.092
79 H 1.890 -4.639 -1.617  C64 1.090
80 H 2.195 -7.157 -1.425  C65 1.102
81 H 2.898 -6.706 -2.877  C65 1.096
82 H 1.516 -8.519 -3.208  C66 1.094
83 H 0.757 -7.205 -4.151  C66 1.091
84 H -2.225 -8.750 -2.742  C68 1.088
85 H -1.587 -7.862 -4.117  C68 1.095
86 H -0.893 -9.414 -3.741  C68 1.091
87 H 0.879 -9.340 -1.348  C69 1.089
88 H 0.047 -8.295 -0.221  C69 1.095
89 H -0.863 -9.528 -1.051  C69 1.089
90 H -1.831 -7.304 -0.425  O71 0.976
91 C 3.109 -1.322 0.373  O92 1.412, H100 1.098, H101 1.095, H102 1.088
92 O 2.406 -0.215 0.895  C91 1.412, C93 1.406
93 C 2.202 0.815 -0.041  O92 1.406, C94 1.509, H103 1.102, H104 1.097
94 C 1.623 2.033 0.636  C93 1.509, N95 1.476, H105 1.101, H106 1.101
95 N 0.303 1.739 1.227  C94 1.476, C96 1.478, H107 1.019
96 C 0.131 2.358 2.558  N95 1.478, C97 1.528, H108 1.090, H109 1.099
97 C -1.340 2.428 2.965  C96 1.528, O98 1.434, H110 1.092, H111 1.096
98 O -1.965 3.616 2.462  C97 1.434, C99 1.420
99 C -2.417 3.582 1.116  O98 1.420, H112 1.098, H113 1.086, H114 1.106
100 H 4.020 -1.021 -0.160  C91 1.098
101 H 2.449 -1.911 -0.273  C91 1.095
102 H 3.462 -1.958 1.183  C91 1.088
103 H 1.436 0.506 -0.771  C93 1.102
104 H 3.111 1.130 -0.567  C93 1.097
105 H 1.528 2.807 -0.140  C94 1.101
106 H 2.352 2.479 1.330  C94 1.101
107 H 0.368 0.735 1.384  N95 1.019
108 H 0.497 3.384 2.515  C96 1.090
109 H 0.702 1.774 3.293  C96 1.099
110 H -1.414 2.633 4.035  C97 1.092
111 H -1.845 1.501 2.668  C97 1.096
112 H -1.566 3.306 0.480  C99 1.098
113 H -2.908 4.521 0.878  C99 1.086
114 H -3.158 2.791 0.895  C99 1.106
115 C 4.118 -8.932 0.071  O116 1.409, H124 1.091, H125 1.096, H126 1.098
116 O 3.706 -7.770 0.754  C115 1.409, C117 1.402
117 C 4.631 -6.717 0.699  O116 1.402, C118 1.534, H127 1.096, H128 1.098
118 C 4.078 -5.502 1.454  C117 1.534, N119 1.457, H129 1.098, H130 1.090
119 N 3.074 -5.838 2.456  C118 1.457, C120 1.464, H131 1.012
120 C 3.483 -5.743 3.858  N119 1.464, C121 1.522, H132 1.113, H133 1.093
121 C 3.840 -4.402 4.483  C120 1.522, O122 1.418, H134 1.104, H135 1.088
122 O 2.761 -3.530 4.775  C121 1.418, C123 1.397
123 C 2.210 -2.841 3.692  O122 1.397, H136 1.097, H137 1.098, H138 1.096
124 H 4.571 -9.675 0.729  C115 1.091
125 H 4.698 -8.647 -0.814  C115 1.096
126 H 3.230 -9.418 -0.354  C115 1.098
127 H 4.788 -6.465 -0.357  C117 1.096
128 H 5.594 -7.000 1.146  C117 1.098
129 H 3.604 -4.870 0.692  C118 1.098
130 H 4.908 -4.930 1.866  C118 1.090
131 H 2.780 -6.789 2.271  N119 1.012
132 H 4.390 -6.369 4.011  C120 1.113
133 H 2.717 -6.253 4.447  C120 1.093
134 H 4.569 -3.888 3.832  C121 1.104
135 H 4.380 -4.549 5.416  C121 1.088
136 H 1.287 -2.323 3.981  C123 1.097
137 H 1.791 -3.494 2.914  C123 1.098
138 H 2.822 -2.085 3.188  C123 1.096

## Properties
HOMO in eV: -7.902
Charge: 0
SMILES: CC1(C)CCCC(C)(C)N1O.CC1(C)CCCC(C)(C)N1O.CC1(C)CCCC(C)(C)N1O.COCCNCCOC.COCCNCCOC
F_max in Eh/bohr: 0.03907
Relative energy (zero: lowest compared OMol25 entry of this formula, charge and spin) in kcal/mol: 34.18

Atom charges from the Löwdin analysis, given in e for atoms 1 to 2:
1 C -0.040
2 C -0.529